Molecular formula: C39H42AsBaCl3N6O3Si
Method: DFT, the ωB97M-V functional and the def2-TZVPD basis

The calculation puts the orbital gap at 0.2454 hartree. The relative energy (zero: lowest compared OMol25 entry of this formula, charge and spin) comes out at 0.0 kJ/mol. Its largest force on an atom is 0.662 eV Å⁻¹. The LUMO energy comes out at 3.89 eV. Its charge is -2. For the calculated total energy, the calculation gives -163193.08984 eV.

Positions of all 96 atoms, in Å:
Ba 0.64511 -0.51973 -0.68830
As -3.20196 -2.54103 0.72852
Cl 3.32183 0.09423 -5.36994
Cl 4.96544 -2.15344 -3.61448
Cl 5.11619 1.03583 -2.80156
Si 3.60472 -0.48983 -3.28542
O 2.36813 0.40029 1.01021
O 4.10405 0.17661 2.41423
O -0.07380 -2.58392 1.08571
N -1.81606 2.25438 -0.79299
N 0.13534 -2.82776 3.78496
N -1.22758 0.53763 1.36083
N 0.58864 3.15080 0.70872
N 2.11494 -2.25380 0.67121
N 0.52167 2.13272 -2.35928
C -5.12849 -2.84486 0.40061
C -4.34744 -1.67139 -4.87569
C -3.34332 1.14564 2.26340
C -1.89108 2.35339 -2.23197
C -1.63167 3.53466 -0.12594
C 1.89985 3.37020 0.73736
C -0.56600 2.73312 -2.84829
C -0.82679 0.19913 2.57867
C -0.49664 3.65062 -3.88686
C -6.47326 -0.78987 -3.33140
C -6.71809 -1.33714 -4.58465
C 1.70564 2.46273 -2.86569
C 0.74031 3.96319 -4.43192
C -2.83846 1.41274 -0.20397
C -0.17300 3.93428 -0.05248
C -5.17747 -0.68448 -2.85224
C 0.33779 5.00503 -0.77257
C -3.07066 -3.83945 2.19998
C -2.75367 -1.04866 -3.09129
C 3.29130 -0.26112 1.59421
C -4.08188 -1.12553 -3.61120
C 2.50420 4.40024 0.02242
C -2.93479 0.75112 3.52872
C 1.13196 -2.48229 1.49884
C -4.22847 -4.75250 -2.09433
C -1.60768 -0.98197 -2.64233
C -5.64452 -1.77449 -5.35159
C 1.87043 3.36777 -3.90556
C -2.45998 1.01432 1.20092
C 1.35001 -2.53911 3.02068
C -2.43780 -3.69895 -0.69457
C -5.05434 -5.81523 -2.42432
C -1.64705 0.27416 3.69691
C -3.18431 -6.08622 -0.40423
C -3.28255 -4.86401 -1.07176
C 3.36944 -1.76446 1.21373
C -4.95465 -7.02163 -1.74141
C -4.01135 -7.15218 -0.73167
C 1.70537 5.23725 -0.73587
H -5.59860 -7.85339 -2.00058
H -0.64327 -2.53891 3.19342
H 2.57303 1.98799 -2.42291
H -2.44013 -6.19760 0.37579
H -5.37889 -3.90642 0.38348
H -4.98855 -0.26308 -1.87198
H -5.81965 -2.20543 -6.33063
H -1.99630 3.44743 0.89914
H -1.27063 -0.04733 4.65817
H -2.65413 3.08688 -2.55534
H -2.21684 4.32810 -0.62287
H 0.02899 -3.83327 3.85977
H 1.77559 -1.58385 3.34385
H 0.81598 4.66592 -5.25347
H -4.33523 1.54478 2.08952
H -2.16972 1.37195 -2.62583
H 2.11424 -3.28669 3.24473
H -7.29877 -0.44889 -2.71715
H -3.51361 -2.02018 -5.47081
H 4.14154 -1.85284 0.44417
H -2.90963 0.50529 -0.81303
H -5.42535 -2.39915 -0.54948
H -1.46520 -3.98675 -0.29301
H -2.01388 -4.06558 2.34636
H -2.27083 -3.03537 -1.54189
H -4.30846 -3.81480 -2.63394
H -3.61777 -4.75564 1.97047
H 2.14074 6.04273 -1.31584
H -0.31910 5.60871 -1.38722
H -3.91310 -8.09144 -0.19955
H -7.73131 -1.42562 -4.95728
H 2.48212 2.66088 1.31483
H -3.47067 -3.39713 3.11330
H 3.57934 4.51586 0.05141
H -3.83760 1.88825 -0.18951
H -1.40578 4.10988 -4.25582
H -5.77837 -5.70054 -3.22236
H -3.61085 0.82687 4.37245
H 0.19955 -0.13919 2.66338
H 2.86283 3.56259 -4.28744
H 3.73722 -2.31175 2.08837
H -5.68336 -2.35444 1.20355

***

Molecular formula: C39H42Cl2CrN9O6P
Method: DFT, the ωB97M-V functional and the def2-TZVPD basis

The calculation puts the orbital gap (alpha / beta) at 0.2016 / 0.2744 hartree. The relative energy (zero: lowest compared OMol25 entry of this formula, charge and spin) comes out at 0.0 kJ/mol. Its largest force on an atom is 1.004 eV Å⁻¹. The LUMO energy (alpha / beta) comes out at 2.47 / 2.47 eV. Its spin multiplicity is 4. Its charge is -1. For the calculated total energy, the calculation gives -129575.61469 eV.

Positions of all 100 atoms, in Å:
Cr -0.23117 0.19912 1.19547
Cl 4.63274 -1.31431 -2.73601
Cl 5.65187 -3.74637 2.01522
P -2.02423 2.22257 -0.62231
O 1.27862 -1.73215 0.59345
O 3.04451 1.33183 2.86685
O 1.41397 1.41705 1.28109
O 0.36552 0.63480 -1.12453
O -1.62617 1.39865 3.44454
O 2.59720 -2.35779 2.30516
N 0.45815 -1.44949 4.61238
N 1.08374 0.04195 2.95912
N 1.13147 -1.22791 -2.16198
N 4.73424 -3.74390 -0.82605
N 1.60182 0.89747 -2.99882
N -1.52943 -0.80057 0.95771
N -0.79910 -1.55327 3.96133
N 2.52988 -0.45801 4.79238
N 1.98137 0.87230 2.35545
C -1.20809 1.65342 2.32275
C -4.60198 3.11768 -1.60855
C 1.24008 -4.77714 -2.95566
C -2.83295 -1.53062 -0.92955
C -1.53766 5.83435 1.33554
C -3.68661 -1.74793 1.43188
C 4.93594 -2.47083 -0.27334
C 2.46221 -4.67869 -3.60331
C 2.13065 -3.98678 0.65100
C -5.98242 3.23119 -1.48741
C 4.81519 -1.28079 -0.99555
C -3.84982 2.50170 -0.61340
C -0.41017 3.81221 -2.33253
C -1.62149 3.52870 0.61190
C -1.98907 2.35579 -3.38886
C -1.10955 4.07392 2.90571
C 5.50022 -1.08814 1.65705
C 2.00788 -2.54944 1.23984
C 4.92943 -0.03506 -0.40457
C 2.27762 -4.16114 -0.83916
C -4.51433 2.00967 0.51245
C -1.48769 2.70535 -4.63314
C 5.34603 -2.31924 1.05682
C -0.44415 3.61503 -4.73326
C 3.58455 -4.32868 -2.87176
C -1.76201 4.89340 0.34784
C -2.45143 -1.80428 0.52833
C 3.50207 -4.04819 -1.51331
C -1.47817 2.92260 -2.21949
C 1.37455 -0.58455 4.04948
C -1.76510 -3.16539 0.66310
C -5.88809 2.13145 0.63988
C -1.31285 3.12018 1.90839
C 0.09701 4.15996 -3.57776
C 1.02646 0.11667 -2.02191
C 1.16505 -4.53751 -1.59414
C -6.63097 2.73849 -0.36567
C 5.25558 0.06625 0.93361
C -1.19941 5.42305 2.62157
H 2.41769 0.54383 -3.46813
H 4.93565 -4.44807 -0.12900
H 2.54506 -4.88114 -4.66379
H 2.90836 -1.37544 4.99120
H 0.40538 -1.28127 5.60937
H -2.06109 5.21841 -0.64188
H 0.92495 4.85610 -3.64157
H 5.29078 1.03082 1.41517
H 4.55531 -4.25584 -3.34319
H -1.63591 6.88910 1.10771
H 0.04446 4.22275 -1.44016
H -1.35615 -2.20054 4.50162
H -0.89188 -3.18942 0.01423
H 1.06691 -1.70716 -1.25216
H -1.25692 -0.63704 3.93727
H -0.04556 3.88423 -5.70341
H -3.42905 -0.61896 -1.00831
H 1.84173 -1.58364 -2.78265
H -2.45111 -3.97297 0.38972
H 0.21611 -4.65163 -1.08705
H -7.70594 2.82958 -0.27151
H -3.41674 -2.36620 -1.32687
H 1.59619 1.88154 -2.78710
H 4.76424 0.84745 -1.00652
H -1.90183 2.25109 -5.52478
H -2.77955 1.61572 -3.32402
H -4.15947 -0.76750 1.37770
H -6.54897 3.71469 -2.27435
H -4.41285 -2.50195 1.11666
H -1.42052 -3.30307 1.68927
H -6.37922 1.74669 1.52536
H 1.20858 -4.49269 0.95040
H -4.11385 3.52327 -2.48592
H 5.76094 -1.04474 2.70493
H 3.18505 0.13582 4.28741
H -0.87858 3.72564 3.90402
H -1.93182 -1.40782 -1.53308
H -3.40443 -1.94292 2.46768
H -3.94425 1.53446 1.30469
H 0.34801 -5.05217 -3.50451
H -1.02041 6.15648 3.39846
H 2.94925 -4.47407 1.18180

***

Which of these has the lowest calculated total energy?
C39H42AsBaCl3N6O3Si

***

Which formula does entry 1 have?
C39H42AsBaCl3N6O3Si

***

Which formula does entry 2 have?
C39H42Cl2CrN9O6P